Computed, not measured: a structure of composition C33H44ClN5O5P2Pb in a non-equilibrium geometry, with ωB97M-V/def2-TZVPD.

Atoms and positions in Å:
Pb -0.672 0.325 0.404
C 1.607 1.314 3.691
C 0.196 1.114 3.250
C -0.578 2.199 2.834
C -1.930 2.050 2.507
C -2.754 3.240 2.134
C -2.502 0.772 2.594
C -1.760 -0.331 3.048
C -2.429 -1.646 3.269
C -0.404 -0.150 3.336
H 2.062 2.164 3.190
H 2.206 0.424 3.512
H 1.623 1.513 4.763
H -0.143 3.188 2.851
H -2.521 4.081 2.783
H -3.814 3.022 2.218
H -2.546 3.545 1.109
H -3.560 0.654 2.420
H -3.045 -1.593 4.167
H -1.702 -2.443 3.404
H -3.080 -1.894 2.434
H 0.173 -0.976 3.725
C -0.436 0.906 -5.114
N -1.186 0.616 -3.903
C -2.218 -0.386 -4.111
P -1.534 1.784 -2.766
O -1.848 1.180 -1.438
O -0.146 2.605 -2.741
P 1.205 2.419 -1.852
O 1.132 1.170 -1.027
N 2.482 2.416 -2.867
C 3.146 1.182 -3.238
C 2.709 3.536 -3.765
N 1.229 3.875 -1.056
C 2.440 4.133 -0.296
C 0.028 4.319 -0.373
N -2.638 2.955 -3.107
C -2.568 3.691 -4.357
C -3.897 3.049 -2.390
H 0.082 -0.003 -5.429
H 0.301 1.679 -4.914
H -1.086 1.231 -5.931
H -1.751 -1.322 -4.423
H -2.930 -0.081 -4.884
H -2.742 -0.548 -3.172
H 2.860 0.404 -2.534
H 4.227 1.324 -3.201
H 2.876 0.874 -4.251
H 2.114 4.386 -3.440
H 2.441 3.275 -4.792
H 3.767 3.806 -3.749
H 3.295 3.768 -0.856
H 2.420 3.642 0.682
H 2.543 5.208 -0.154
H -0.845 4.102 -0.985
H 0.092 5.398 -0.224
H -0.086 3.830 0.600
H -1.572 3.585 -4.780
H -2.752 4.749 -4.158
H -3.309 3.340 -5.082
H -3.858 2.397 -1.521
H -4.739 2.747 -3.016
H -4.050 4.079 -2.062
Cl -1.048 -5.199 -4.939
C -1.142 -4.216 -3.532
C -2.390 -4.118 -2.851
C -2.539 -3.319 -1.762
C -1.462 -2.514 -1.272
O -1.648 -1.677 -0.348
C -0.147 -2.766 -1.863
C 1.013 -2.450 -1.196
O 1.031 -1.831 -0.016
C -0.050 -3.565 -3.046
H -3.221 -4.702 -3.216
H -3.490 -3.238 -1.256
H 1.969 -2.806 -1.576
H 0.916 -3.700 -3.504
N 6.406 -5.315 6.593
C 5.844 -4.806 5.736
C 5.118 -4.188 4.688
C 5.592 -3.022 4.084
C 4.851 -2.410 3.091
C 3.636 -2.970 2.687
C 3.165 -4.141 3.297
C 3.904 -4.748 4.287
C 2.832 -2.424 1.656
C 1.996 -2.107 0.846
H 6.536 -2.606 4.402
H 5.204 -1.498 2.634
H 2.212 -4.549 2.993
H 3.553 -5.650 4.765

Computed properties:
* charge: +2
* energy above the lowest of the compared OMol25 structures with the same formula, charge and spin: 71.8 kJ/mol
* orbital gap: 6.68 eV
* largest force on an atom: 1.82 eV/A
* DFT total energy: -88960.50625 eV
* LUMO level: -0.245 Ha